<P>
Density functional theory data (ωB97M-V/def2-TZVPD) for a 3-piece molecular cluster, H6O3 overall.

Computed properties:
Multiplicity: 2
Molecular weight, g/mol: 54.05
E_LUMO (alpha / beta), eV: 4.453 / 4.255
Total charge: -1
HOMO-LUMO gap (alpha / beta), Eh: 0.1286 / 0.4156
Expectation value of S²: 0.750

```
9
H6O3 (ωB97M-V/def2-TZVPD)
O -0.55 1.96 1.65
H -0.28 1.33 2.32
H 0.20 2.01 1.06
O -0.18 0.13 -1.18
H 0.25 0.26 -2.03
H -0.73 0.91 -1.08
O 0.75 -2.28 -0.03
H 0.47 -1.43 -0.36
H 0.08 -2.89 -0.35
```

Results of the natural (NBO) charge analysis, in e, for atoms 1 through 5: atom 1 (O): -1.03, atom 2 (H): 0.45, atom 3 (H): 0.43, atom 4 (O): -1.45, atom 5 (H): 0.30

=====

<Q>
Density functional theory data (ωB97M-V/def2-TZVPD) for a 3-piece molecular cluster, H6O3 overall.

Computed properties:
Multiplicity: 2
Molecular weight, g/mol: 54.05
E_LUMO (alpha / beta), eV: 4.357 / 4.346
Total charge: -1
HOMO-LUMO gap (alpha / beta), Eh: 0.1321 / 0.4219
Expectation value of S²: 0.750

```
9
H6O3 (ωB97M-V/def2-TZVPD)
O 0.54 -0.67 -0.90
H 1.10 -1.42 -1.10
H 0.27 -0.34 -1.76
O -2.44 0.23 0.41
H -1.65 -0.23 0.11
H -3.09 0.06 -0.28
O 2.08 1.00 1.26
H 1.68 0.87 0.40
H 1.51 0.51 1.86
```

Results of the natural (NBO) charge analysis, in e, for atoms 1 through 5: atom 1 (O): -1.51, atom 2 (H): 0.34, atom 3 (H): 0.30, atom 4 (O): -1.02, atom 5 (H): 0.49

=====

Quick one: least stable of them? <P>

=====

<P>
Density functional theory data (ωB97M-V/def2-TZVPD) for a 3-piece molecular cluster, C6H17NO2 overall.

Computed properties:
Molecular weight, g/mol: 135.21
E_LUMO, eV: 0.942
HOMO-LUMO gap, Eh: 0.3254

```
26
C6H17NO2 (ωB97M-V/def2-TZVPD)
C -2.49 -0.60 0.29
C -2.75 0.73 0.93
C -2.28 -0.69 -1.09
N 0.40 -0.94 -0.94
O 1.15 0.11 -1.53
H -2.93 -1.45 0.79
H 0.81 -1.84 -1.20
H 0.21 -0.88 0.13
H -0.81 -0.85 -1.21
H -2.67 0.70 2.02
H -3.77 1.06 0.68
H -2.06 1.49 0.55
H -2.37 0.23 -1.67
H -2.64 -1.58 -1.60
C 2.16 0.67 -0.65
C 1.53 1.49 0.46
C 3.13 -0.39 -0.15
O -0.78 -1.04 1.23
H -0.80 -0.72 2.14
H 2.68 1.33 -1.35
H 2.65 -1.06 0.57
H 2.30 2.00 1.03
H 0.86 2.24 0.04
H 0.95 0.86 1.14
H 3.97 0.09 0.36
H 3.53 -0.98 -0.98
```

Results of the natural (NBO) charge analysis, in e, for atoms 1 through 5: atom 1 (C): 0.15, atom 2 (C): -0.65, atom 3 (C): -0.81, atom 4 (N): -0.52, atom 5 (O): -0.39

=====

<Q>
Density functional theory data (ωB97M-V/def2-TZVPD) for a 3-piece molecular cluster, C6H17NO2 overall.

Computed properties:
Molecular weight, g/mol: 135.21
E_LUMO (alpha / beta), eV: 0.536 / 0.569
HOMO-LUMO gap (alpha / beta), Eh: 0.2610 / 0.2062

```
26
C6H17NO2 (ωB97M-V/def2-TZVPD)
C -2.03 0.04 0.13
C 0.40 -0.72 1.22
C 0.06 -1.15 -1.20
C -2.30 1.09 1.17
N 0.03 -0.21 -0.09
O -2.51 0.51 -1.10
O -2.56 -1.22 0.41
H -2.52 -0.24 -1.72
H -3.41 -1.18 0.87
H 0.42 0.10 1.93
H -0.32 -1.47 1.55
H 1.40 -1.14 1.17
H -0.68 -1.94 -1.06
H -0.17 -0.61 -2.12
H 1.07 -1.55 -1.30
H -1.96 0.76 2.15
H -1.81 2.03 0.91
H -3.38 1.29 1.24
C 2.05 1.11 -0.63
C 3.27 0.25 -0.43
H 3.39 -0.04 0.62
H 1.86 1.37 -1.67
H 2.00 1.97 0.03
H 0.26 0.88 -0.33
H 3.22 -0.67 -1.02
H 4.21 0.75 -0.72
```

Results of the natural (NBO) charge analysis, in e, for atoms 1 through 5: atom 1 (C): 0.59, atom 2 (C): -0.43, atom 3 (C): -0.43, atom 4 (C): -0.70, atom 5 (N): -0.52

=====

Quick one: least stable of them? <Q>